No. 1
Below is one molecule with the formula C20H15ClN4O2 at a distorted geometry, with properties calculated with ωB97M-V with the def2-TZVPD basis set.

Element x y z (Å)
O 1.896 3.847 -3.203
C 1.421 2.836 -2.726
N 2.038 1.636 -2.973
N 1.583 0.438 -2.602
C 2.205 -0.612 -2.961
C 1.751 -1.925 -2.562
C 0.736 -2.103 -1.618
C 0.358 -3.388 -1.280
C 1.003 -4.453 -1.895
N 1.966 -4.300 -2.789
C 2.330 -3.074 -3.109
C 0.180 2.832 -1.910
C -0.777 3.796 -2.218
C -1.947 3.864 -1.486
C -2.165 2.983 -0.444
C -1.203 2.027 -0.119
N -1.482 1.167 0.949
C -0.736 0.134 1.438
O 0.342 -0.212 1.012
C -1.429 -0.573 2.566
C -2.706 -1.094 2.380
C -3.333 -1.804 3.388
C -2.690 -1.993 4.600
C -1.423 -1.479 4.805
C -0.792 -0.777 3.788
Cl 0.779 -0.120 4.058
C -0.023 1.955 -0.852
H 2.883 1.698 -3.551
H 3.106 -0.565 -3.587
H 0.287 -1.240 -1.154
H -0.414 -3.563 -0.547
H 0.745 -5.478 -1.662
H 3.123 -2.999 -3.843
H -0.586 4.480 -3.030
H -2.694 4.606 -1.725
H -3.080 3.038 0.130
H -2.358 1.351 1.420
H -3.199 -0.960 1.427
H -4.321 -2.209 3.227
H -3.176 -2.545 5.390
H -0.915 -1.618 5.746
H 0.726 1.229 -0.589

## Properties
LUMO energy: 0.16 eV
orbital gap: 8.8 eV
largest force on an atom: 1.3 eV/Å
molar mass: 378.82 g/mol
total charge: 0
HOMO: -8.6 eV

No. 2
Below is C20H15CsN6O2S as an isolated structure at a distorted geometry, with properties calculated with ωB97M-V with the def2-TZVPD basis set.

Element x y z (Å)
Cs 0.404 -0.546 -1.037
N -2.965 3.141 -2.730
C -2.081 2.258 -2.144
N -1.768 2.271 -0.909
C -2.338 3.226 -0.060
N -2.090 3.220 1.236
N -1.435 2.147 1.652
C -0.952 2.232 2.878
C -0.270 1.160 3.516
C 0.209 1.327 4.848
C 0.879 0.311 5.478
C 1.094 -0.899 4.797
C 0.601 -0.985 3.498
N -0.054 -0.024 2.860
C -3.143 4.298 -0.636
C -3.600 5.406 0.082
C -4.361 6.397 -0.530
C -4.664 6.313 -1.882
C -4.186 5.237 -2.629
C -3.439 4.241 -2.017
H -3.037 3.127 -3.732
H -1.581 1.576 -2.833
H -1.047 3.169 3.431
H 0.027 2.270 5.353
H 1.235 0.439 6.495
H 1.619 -1.731 5.250
H 0.752 -1.902 2.930
H -3.339 5.467 1.130
H -4.711 7.242 0.052
H -5.272 7.073 -2.359
H -4.391 5.170 -3.692
O 2.125 -4.051 -1.628
C 1.623 -3.434 -0.676
O 0.450 -3.000 -0.525
C 2.530 -3.183 0.533
C 3.028 -4.275 1.244
C 3.735 -4.054 2.411
C 3.951 -2.745 2.825
C 3.464 -1.722 2.030
N 2.767 -1.921 0.909
H 2.838 -5.274 0.872
H 4.110 -4.888 2.995
H 4.478 -2.519 3.744
H 3.632 -0.687 2.308
S 0.040 1.154 -4.413

## Properties
LUMO energy (spin up / spin down): 4.11 / 4.12 eV
orbital gap (spin up / spin down): 6.0 / 3.6 eV
largest force on an atom: 2.1 eV/Å
molar mass: 536.35 g/mol
total charge: -2
HOMO (spin up / spin down): -1.9 / 0.5 eV